[1]
{
  "formula": "C19H17N3O5S",
  "method": "ωB97M-V with the def2-TZVPD basis set",
  "lumo_ev": -0.297,
  "smiles": "COc1ccc(/C=C2\\SC(=O)N(CC(=O)Nc3cccnc3)C2=O)cc1OC",
  "fmax_ev_per_a": 1.14,
  "de_lowest_kj_mol": 98.8,
  "orbital_gap_ha": 0.284,
  "symbols": ["S", "O", "O", "O", "O", "O", "N", "N", "N", "C", "C", "C", "C", "C", "C", "C", "C", "C", "C", "C", "C", "C", "C", "C", "C", "C", "C", "C", "H", "H", "H", "H", "H", "H", "H", "H", "H", "H", "H", "H", "H", "H", "H", "H", "H"],
  "xyz": [[0.440636, 1.928690, 0.191312], [-1.154467, -0.432039, -2.364505], [-3.288170, -0.001743, 0.540289], [6.774603, -0.695762, 0.616726], [-1.902198, 3.171512, 0.312970], [5.039006, 1.447411, 1.483748], [-6.894139, -1.457927, 2.004071], [-1.715019, 1.386991, -1.107223], [-5.205248, 0.511249, -0.595508], [-7.521852, -0.008990, -0.261639], [7.582808, -1.762584, 0.182538], [1.463854, -0.303435, -1.190888], [5.485165, -0.615421, 0.175320], [-3.864190, 0.534282, -0.371786], [-6.197687, -0.122387, 0.158137], [-3.114373, 1.340407, -1.447354], [-8.147176, -1.347091, 1.601058], [-5.940779, -0.867602, 1.312132], [-0.846453, 0.401280, -1.544223], [-1.268032, 2.275853, -0.164892], [0.464553, 0.558331, -0.905140], [6.292674, 1.465635, 2.129507], [4.679861, 0.452111, 0.632152], [2.813623, -0.372735, -0.708138], [3.370724, 0.547241, 0.181745], [4.927182, -1.535144, -0.710269], [3.625960, -1.422873, -1.147951], [-8.515383, -0.631077, 0.471229], [7.114679, 1.575238, 1.419260], [2.793401, 1.377821, 0.552467], [7.724153, -1.746348, -0.902542], [5.523611, -2.357778, -1.070346], [-4.935067, -0.987803, 1.683948], [6.451070, 0.569264, 2.732596], [-7.763357, 0.559828, -1.150106], [-3.501753, 2.361344, -1.498209], [3.232008, -2.156040, -1.834818], [6.258419, 2.338404, 2.781329], [-5.548176, 1.012741, -1.404707], [-8.883138, -1.853548, 2.210239], [7.170744, -2.730217, 0.484891], [1.183755, -1.072137, -1.904406], [8.544169, -1.612870, 0.671915], [-3.200814, 0.838597, -2.415845], [-9.549197, -0.560692, 0.170898]],
  "atomic_forces_ev_per_a": [[0.129, 0.120, 0.185], [-0.082, -0.021, 0.067], [0.054, -0.116, 0.176], [-0.377, 0.292, 0.043], [-0.186, 0.095, 0.118], [-0.231, -0.076, -0.228], [-0.160, -0.267, 0.367], [-0.657, -0.067, -0.349], [-0.203, 0.151, -0.258], [0.161, -0.074, 0.142], [0.142, -0.184, -0.077], [-1.067, 0.377, -0.129], [-0.056, 0.043, 0.013], [0.106, 0.323, -0.464], [-0.403, -0.211, 0.223], [0.189, -0.086, 0.101], [-0.312, 0.022, -0.092], [0.518, 0.200, -0.198], [-0.143, -0.196, -0.357], [0.532, -0.020, 0.014], [0.831, -0.293, 0.134], [0.415, 0.128, 0.297], [-0.039, -0.086, -0.064], [0.760, -0.107, 0.230], [0.101, -0.190, -0.092], [0.240, 0.017, 0.107], [-0.260, 0.244, 0.081], [0.153, 0.017, 0.004], [-0.078, -0.005, 0.087], [0.081, 0.101, 0.097], [-0.021, -0.012, 0.041], [0.085, -0.053, -0.006], [0.036, 0.066, -0.093], [-0.007, 0.078, -0.042], [-0.028, 0.044, -0.070], [0.013, -0.131, -0.025], [-0.061, -0.069, -0.077], [0.023, -0.068, -0.033], [0.182, -0.063, 0.136], [-0.140, -0.012, -0.008], [0.006, 0.037, -0.027], [-0.065, 0.018, -0.019], [-0.050, -0.062, -0.065], [-0.050, 0.103, 0.118], [-0.083, -0.005, -0.009]],
  "nbo_charge": [0.28, -0.58, -0.58, -0.50, -0.57, -0.51, -0.39, -0.47, -0.60, -0.21, -0.25, -0.10, 0.24, 0.68, 0.11, -0.33, 0.01, 0.00, 0.68, 0.56, -0.31, -0.24, 0.33, -0.12, -0.22, -0.29, -0.16, -0.24, 0.18, 0.22, 0.18, 0.22, 0.23, 0.18, 0.21, 0.24, 0.21, 0.19, 0.40, 0.19, 0.18, 0.24, 0.20, 0.26, 0.22]
}


[2]
{
  "formula": "C19H18BaNO",
  "method": "ωB97M-V with the def2-TZVPD basis set",
  "total_charge": -1,
  "lumo_ev": [1.958, 2.080],
  "fmax_ev_per_a": 7.33,
  "orbital_gap_ha": [0.162, 0.103],
  "symbols": ["Ba", "O", "N", "C", "C", "C", "C", "C", "C", "C", "C", "C", "C", "C", "C", "C", "C", "C", "C", "C", "C", "C", "H", "H", "H", "H", "H", "H", "H", "H", "H", "H", "H", "H", "H", "H", "H", "H", "H", "H"],
  "xyz": [[-0.411123, 0.049969, 0.998214], [-0.310932, -0.114691, -1.466882], [-0.216807, -0.089879, 5.822036], [0.086408, -0.192672, -3.999891], [0.358114, 1.150587, -6.456852], [-0.659187, 2.117469, 4.058337], [0.436053, -1.721697, 4.125938], [-0.939158, -2.084634, 3.560653], [0.568214, -0.856577, -5.146121], [0.750813, 1.800751, 4.082484], [0.251534, 2.556154, 1.952039], [-0.119111, 1.821827, -5.332052], [1.350242, -1.902666, 2.922923], [0.694010, -0.195772, -6.353571], [-0.267888, 1.172128, -4.111731], [1.297406, 2.038063, 2.773527], [-1.420579, -0.906220, -2.006261], [-0.787945, -2.499204, 2.253304], [-0.977877, 2.484369, 2.734301], [0.370757, -0.418468, 4.817081], [-0.121430, -0.957889, -2.765585], [0.626977, -2.438200, 1.877538], [0.469440, 1.669431, -7.403712], [-1.973941, 2.753022, 2.373946], [0.786418, -2.409743, 4.940828], [1.426814, 1.754319, 4.949631], [-0.377533, 2.871144, -5.404290], [0.368629, 3.061690, 0.984631], [-2.220189, -0.293871, -2.443445], [2.377910, 2.016850, 2.565503], [1.009072, -2.851439, 0.947154], [-1.406601, 1.952103, 4.863865], [0.806322, -1.914515, -5.053838], [-1.568232, -2.912078, 1.606356], [-0.656568, 1.711999, -3.247421], [-1.701938, -1.802866, -1.416396], [2.432367, -1.816485, 3.068730], [0.492639, -1.863749, -2.595651], [-1.881272, -2.002800, 4.141491], [1.058173, -0.735759, -7.216810]],
  "atomic_forces_ev_per_a": [[0.086, 0.098, 1.102], [-0.334, -0.181, -0.002], [2.656, -0.904, -3.347], [-0.027, -1.195, 1.605], [-0.098, 0.919, -0.599], [0.383, -0.757, -0.661], [0.581, -0.913, -1.422], [-0.376, 0.531, 0.389], [0.407, -0.073, -0.699], [0.358, 1.327, -0.947], [-0.408, 0.035, 0.698], [-0.163, -0.243, 0.760], [0.220, 0.485, 0.488], [0.233, -1.129, 0.727], [-0.379, 1.010, -0.484], [-0.620, 0.858, 0.639], [0.882, -0.007, -0.065], [1.045, -0.868, -0.614], [0.939, 0.734, -0.299], [-3.710, 0.296, 6.312], [-0.527, 0.067, -1.371], [-1.217, -0.841, -0.010], [-0.042, -0.006, 0.089], [0.290, 0.084, 0.113], [-0.361, 0.365, -0.363], [-0.736, -0.344, -0.518], [-0.027, 0.063, 0.007], [-0.082, -0.453, 0.265], [0.222, -0.320, 0.276], [-0.665, 0.053, -0.050], [0.040, 0.143, 0.098], [0.902, 0.151, -0.706], [0.048, 0.079, -0.174], [0.219, 0.129, 0.237], [0.152, -0.101, -0.192], [0.009, 0.615, -0.134], [-0.468, -0.087, -0.441], [-0.391, 0.501, -0.154], [0.921, -0.060, -0.473], [0.034, -0.062, -0.082]],
  "nbo_charge": [1.77, -0.73, -0.41, -0.20, -0.37, -0.28, -0.39, -0.32, -0.23, -0.34, -0.53, -0.19, -0.35, -0.24, -0.30, -0.37, -0.19, -0.44, -0.43, 0.29, 0.05, -0.44, 0.19, 0.20, 0.23, 0.23, 0.19, 0.22, 0.20, 0.21, 0.22, 0.23, 0.19, 0.21, 0.20, 0.17, 0.21, 0.19, 0.22, 0.19]
}


[3]
{
  "formula": "C19H18BrIN2O2Ti",
  "method": "ωB97M-V with the def2-TZVPD basis set",
  "lumo_ev": [-0.177, -0.829],
  "s_squared": 2.027,
  "spin_multiplicity": 3,
  "fmax_ev_per_a": 6.40,
  "de_lowest_kj_mol": 48.6,
  "orbital_gap_ha": [0.222, 0.273],
  "symbols": ["I", "Br", "Ti", "O", "O", "N", "N", "C", "C", "C", "C", "C", "C", "C", "C", "C", "C", "C", "C", "C", "C", "C", "C", "C", "C", "C", "H", "H", "H", "H", "H", "H", "H", "H", "H", "H", "H", "H", "H", "H", "H", "H", "H", "H"],
  "xyz": [[3.073233, -0.298128, -1.152281], [-1.765069, 2.990831, 2.075147], [0.278878, -0.152065, -0.665948], [-3.414892, 0.195628, 0.927698], [-1.189328, -0.107656, 0.532615], [-0.058862, -1.411030, -2.002747], [0.136600, 1.172081, -2.009091], [-1.150455, 0.547551, 5.428616], [0.010721, -0.849661, -3.246813], [-1.985647, 0.247801, 2.792822], [0.713946, 2.703475, -4.207020], [0.763311, 3.260842, -2.918964], [-1.400649, 1.683664, 4.640111], [-1.729558, -0.893228, 3.561166], [0.107974, -3.053862, -4.178647], [0.485148, 2.480394, -1.809542], [-1.755130, 1.533792, 3.304808], [1.645417, -0.902540, 1.985990], [0.136430, 0.583975, -3.248684], [0.427098, 1.353379, -4.366140], [1.674732, 0.488298, 2.069453], [-1.338752, -0.739667, 4.897954], [0.044256, -3.593003, -2.880193], [0.137017, -1.664479, -4.355026], [0.015509, -2.765688, -1.777753], [-2.272536, 0.097927, 1.316802], [0.485012, 2.832727, -0.767909], [0.045942, -4.674671, -2.706165], [1.607620, -1.849294, 1.380494], [2.617434, 0.865590, 1.684171], [0.179617, -3.716537, -5.033481], [0.962676, 3.324921, -5.072207], [1.506261, 0.697682, 3.146820], [-1.272951, 2.676995, 5.041217], [2.614916, -1.148260, 2.492750], [0.941235, 1.176949, 1.671288], [-1.853968, -1.872306, 3.104289], [-1.133579, -1.620356, 5.491766], [0.296237, -1.185625, -5.308852], [-0.003166, -3.084894, -0.728634], [1.053470, 4.304659, -2.752957], [0.730172, -1.130135, 2.492593], [0.501421, 0.828330, -5.309697], [-0.867745, 0.665601, 6.460163]],
  "atomic_forces_ev_per_a": [[-0.217, 0.066, 0.027], [-0.099, 0.001, 0.459], [1.429, 0.059, 4.277], [0.787, -0.258, -0.191], [-1.584, 0.064, 1.600], [-0.311, -1.583, -0.842], [-0.080, 1.301, -1.157], [-0.777, -0.226, -0.825], [0.259, -0.147, 0.060], [1.213, -0.005, -0.517], [0.090, -0.499, -0.522], [-0.013, 0.410, 1.265], [0.261, -0.315, -0.031], [-0.291, 0.783, 0.543], [0.114, 1.048, -0.391], [-0.461, -0.158, -1.414], [-0.027, -1.031, 0.066], [0.016, -6.273, 1.258], [0.259, 0.489, 0.150], [0.189, 0.599, -0.059], [0.724, 5.384, -0.419], [0.161, 0.499, -0.474], [0.009, -0.520, 1.186], [-0.109, -1.259, -0.011], [-0.572, 0.455, -1.500], [0.151, 0.061, -0.817], [0.112, -0.096, -0.605], [0.061, 0.454, -0.246], [0.209, 1.906, -1.834], [0.228, 0.467, 0.420], [0.012, 0.098, 0.087], [-0.105, -0.291, 0.327], [0.707, 0.196, -0.452], [0.110, 0.061, 0.100], [-1.152, -0.552, 0.458], [-0.854, -0.224, -0.882], [0.029, 0.137, 0.167], [-0.015, 0.063, 0.096], [-0.146, -0.349, -0.211], [0.042, -0.005, -0.566], [-0.171, -0.461, -0.226], [-0.199, -0.865, 1.636], [-0.095, 0.454, -0.148], [0.108, 0.063, 0.158]],
  "nbo_charge": [-0.57, 0.08, 1.55, -0.56, -0.89, -0.66, -0.63, -0.21, 0.19, -0.14, -0.18, -0.25, -0.22, -0.20, -0.20, 0.05, -0.07, -0.70, 0.12, -0.18, -0.62, -0.20, -0.24, -0.18, 0.04, 0.79, 0.23, 0.23, 0.26, 0.23, 0.23, 0.23, 0.23, 0.23, 0.24, 0.20, 0.23, 0.22, 0.22, 0.22, 0.23, 0.22, 0.22, 0.22]
}